An isolated ion of composition C6H10N3 and charge +1 in a non-equilibrium geometry, computed with wB97M-V/def2-TZVPD.

Properties
LUMO (alpha / beta)   -0.165 / -0.165 hartree
Gap between HOMO and LUMO (alpha / beta)   8.6 / 8.6 eV
Structure (SMILES)   C1=C/N=C\[NH+]=C/NCC\1
Maximum force   4.32 eV/A

```
! RIJCOSX wB97M-V def2-TZVPD def2/J DEFGRID3
* xyz 1 1
C -0.43 -1.73 0.24
C -1.56 0.01 1.32
C 0.20 -0.06 -1.73
C 0.05 1.28 -0.94
C 0.25 -1.33 -0.87
C 0.85 0.43 1.21
N -1.54 -1.08 0.69
N 1.04 1.14 0.08
N -0.38 0.52 1.86
H -0.10 -2.76 0.47
H -2.55 0.34 1.51
H -0.57 0.12 -2.50
H 1.00 -0.10 -2.36
H 0.29 2.05 -1.55
H -0.81 1.50 -0.47
H 1.00 -2.02 -1.34
H 1.58 0.04 1.84
H 1.95 0.97 -0.30
H -0.26 0.68 2.85
*
```